--- P ---
The following is a quantum chemistry calculation of a cluster of 2 separate species, CH4NP in total, from the OMol25 dataset.

Each line ends with the Mulliken charge.
Element x y z (Å)
P  1.96324  0.30730  0.31108  -0.054
N  0.47311  -0.01739  0.12240  0.003
C  -0.79288  0.16495  0.37504  -0.607
H  -1.16523  1.15426  0.14707  0.282
H  -1.56613  -0.65136  -0.95934  0.023
H  2.39846  -0.36428  -1.02895  0.047
H  -1.31056  -0.59348  1.03270  0.306

Calculated values
spin multiplicity = 1
HOMO energy = -7.6 eV
frontier orbital gap = 6.889 eV


--- Q ---
The following is a quantum chemistry calculation of a cluster of 2 separate species, CH4NP in total, from the OMol25 dataset.

Each line ends with the Mulliken charge.
Element x y z (Å)
P  0.17256  1.63279  0.08653  0.138
N  0.13452  1.59463  -1.43608  -0.344
C  -0.05155  -1.33342  0.90468  -0.924
H  -1.07538  -1.05298  1.24455  0.309
H  0.11158  -1.43680  -0.20962  0.310
H  0.75226  -1.67392  1.65002  0.246
H  -0.04398  2.26969  -2.24007  0.264

Calculated values
spin multiplicity = 1
HOMO energy (alpha / beta) = -8.4 / -7.1 eV
frontier orbital gap (alpha / beta) = 8.310 / 6.819 eV


How do the energies compare? Relative to the most stable structure, in hartree: P 0.0270; Q 0.0000.


--- P ---
The following is a quantum chemistry calculation of the ion C4H7N2O with charge +1, from the OMol25 dataset.

Each line ends with the Mulliken charge.
Element x y z (Å)
O  0.41189  0.73069  -0.09311  -0.199
N  2.14940  -0.69498  0.14587  0.000
N  -1.73059  -0.89082  0.14548  -0.260
C  0.98740  -1.43638  0.04997  -0.230
C  -2.51314  0.20180  0.15806  -0.629
C  0.00312  -0.50528  -0.07365  0.515
C  1.83219  0.65399  -0.14353  -0.316
H  -1.98686  1.08537  -0.17475  0.332
H  2.33816  1.13000  -1.13270  0.292
H  2.30524  1.42949  0.65614  0.285
H  -3.45753  -0.06680  -0.31876  0.293
H  0.72079  -2.50248  0.21782  0.400
H  3.02023  -1.14826  0.24247  0.203
H  -2.87813  0.25838  1.16536  0.313

Calculated values
spin multiplicity = 3
HOMO energy (alpha / beta) = -13.2 / -14.7 eV
charge = +1
frontier orbital gap (alpha / beta) = 10.025 / 7.851 eV


--- Q ---
The following is a quantum chemistry calculation of the ion C4H7N2O with charge +1, from the OMol25 dataset.

Each line ends with the Mulliken charge.
Element x y z (Å)
O  0.32407  -1.89060  0.82210  -0.204
N  0.45960  0.15897  -2.10820  -0.572
N  0.55829  -0.40859  -0.84236  0.032
C  -0.37047  -0.89422  1.42052  -0.128
C  0.86301  -1.57106  -0.36173  0.130
C  -0.79043  1.62969  0.94479  -0.924
C  -0.52753  0.24818  0.80306  0.447
H  0.38646  -0.51366  -2.83795  0.257
H  -1.09547  1.97675  2.05550  0.312
H  1.24402  0.70193  -2.29804  0.269
H  -0.87714  -1.19287  2.33874  0.407
H  0.07010  2.22882  0.71626  0.299
H  1.37491  -2.44764  -0.91823  0.372
H  -1.61942  1.97430  0.26554  0.304

Calculated values
spin multiplicity = 3
HOMO energy (alpha / beta) = -11.5 / -14.1 eV
charge = +1
frontier orbital gap (alpha / beta) = 7.690 / 6.025 eV


How do the energies compare? Relative to the most stable structure, in hartree: P 0.0000; Q 0.0551.


--- P ---
The following is a quantum chemistry calculation of a cluster of 6 separate species, C6H6Cl18 in total, from the OMol25 dataset.

Each line ends with the Mulliken charge.
Element x y z (Å)
Cl  -1.45813  -0.06826  2.20720  -0.101
Cl  -4.12937  -0.13699  -0.70207  -0.058
Cl  -0.79844  5.05455  2.50479  -0.137
Cl  3.43209  -2.75495  1.56833  -0.109
Cl  3.47173  -5.58832  2.20424  -0.129
Cl  -2.69422  3.45409  0.99418  -0.116
Cl  0.09193  3.48497  0.22356  -0.044
Cl  -1.05968  1.28933  -2.21634  -0.014
Cl  -0.37894  -2.50480  1.05655  -0.129
Cl  6.00386  0.00656  0.10090  -0.136
Cl  1.03156  3.01187  -3.23166  -0.105
Cl  3.97121  -0.34843  -1.95519  -0.105
Cl  -6.06262  -0.66978  1.38252  -0.120
Cl  -4.02903  -2.64892  0.76178  -0.108
Cl  3.89266  1.97312  -0.21977  -0.111
Cl  2.86664  -4.71930  -0.50049  -0.121
Cl  -1.06216  2.07532  -5.01294  -0.128
Cl  0.91718  0.04869  0.53662  0.020
C  -0.66712  2.56757  -3.37474  -0.069
C  4.32049  0.26416  -0.33993  0.590
C  -5.07058  -1.37318  0.11431  -0.020
C  2.72548  -4.33981  1.21259  0.310
C  -1.02981  3.57753  1.56963  0.171
C  -0.61248  -0.77353  0.83387  0.328
H  -0.84998  2.73102  2.21711  0.116
H  3.70563  -0.27306  0.36773  -0.271
H  -1.26341  3.42759  -3.10517  0.301
H  -1.23315  -0.64490  -0.04169  -0.061
H  1.67682  -4.26859  1.45688  0.029
H  -5.70817  -1.85356  -0.61279  0.326

Calculated values
spin multiplicity = 1
HOMO energy = -11.0 eV
structure (SMILES) = ClC(Cl)Cl.ClC(Cl)Cl.ClC(Cl)Cl.ClC(Cl)Cl.ClC(Cl)Cl.ClC(Cl)Cl
frontier orbital gap = 11.348 eV


--- Q ---
The following is a quantum chemistry calculation of a cluster of 6 separate species, C6H6Cl18 in total, from the OMol25 dataset.

Each line ends with the Mulliken charge.
Element x y z (Å)
Cl  4.21067  1.54463  4.59050  -0.135
Cl  -1.42525  -3.21742  -0.74741  -0.070
Cl  4.46194  -2.33719  -2.40741  -0.134
Cl  2.62762  -1.77732  -0.19876  -0.008
Cl  -1.51794  0.74539  0.09675  -0.054
Cl  -1.75070  4.83206  -3.06167  -0.126
Cl  4.38873  3.63580  2.43365  -0.113
Cl  -3.84310  4.56776  -0.93057  -0.117
Cl  5.25281  -2.65359  0.46847  -0.119
Cl  4.92341  0.74266  1.82498  -0.089
Cl  -1.03199  4.42674  -0.24615  -0.118
Cl  -6.46180  -0.64030  1.07523  -0.126
Cl  0.48217  -2.66339  -2.80197  -0.098
Cl  -3.98501  -1.94248  1.49378  -0.095
Cl  -1.18149  -0.38053  2.62360  -0.131
Cl  -2.02221  -3.77660  -3.55064  -0.120
Cl  1.08769  1.08825  1.08229  -0.127
Cl  -4.67863  -0.88021  -1.24777  -0.129
C  -2.25793  4.05852  -1.51100  0.295
C  4.30691  -1.66489  -0.72144  -0.005
C  -0.81638  -3.72903  -2.33841  0.002
C  4.01934  1.93318  2.84723  0.340
C  -0.32994  0.04225  1.10079  0.563
C  -4.79705  -0.69102  0.58604  0.181
H  -0.43327  -4.74868  -2.29772  0.301
H  -4.36077  0.28431  0.80164  0.158
H  4.60143  -0.61650  -0.67398  0.265
H  -2.29133  2.97316  -1.60565  0.056
H  -0.13150  -0.87231  0.54195  -0.255
H  2.95357  1.71674  2.77365  0.009

Calculated values
spin multiplicity = 1
HOMO energy = -11.1 eV
structure (SMILES) = ClC(Cl)Cl.ClC(Cl)Cl.ClC(Cl)Cl.ClC(Cl)Cl.ClC(Cl)Cl.ClC(Cl)Cl
frontier orbital gap = 11.301 eV


How do the energies compare? Relative to the most stable structure, in hartree: P 0.0000; Q 0.0364.


--- P ---
The following is a quantum chemistry calculation of an isolated molecule of C19H24N2O3S2, from the OMol25 dataset.

Each line ends with the Mulliken charge.
Element x y z (Å)
S  -3.41314  1.90127  -4.92456  -0.068
S  -2.76761  0.52537  -2.16847  1.000
O  -3.99498  1.09466  -1.57455  -0.652
O  1.73085  -0.02779  4.39816  -0.437
O  -3.05522  -0.90299  -2.50335  -0.618
N  -1.52068  0.56576  -0.94759  0.398
N  -1.05231  2.21165  -3.74596  -0.201
C  -1.66529  1.56327  0.06998  -1.370
C  0.51880  1.98846  1.41167  -0.884
C  -2.23405  1.62720  -3.58164  0.158
C  -1.03638  3.02796  -4.83164  -0.398
C  -0.71676  1.26731  1.23165  0.341
C  3.59690  1.46825  3.50322  -1.034
C  1.94382  -1.22799  -1.50407  -1.795
C  -1.13917  0.17464  2.10152  -0.607
C  3.12190  0.42100  4.52698  1.690
C  0.54658  -0.93506  -0.80303  1.901
C  -2.15002  2.94171  -5.64488  -0.178
C  -0.31295  -2.26720  -0.71676  -1.651
C  0.98396  0.50703  3.37755  0.329
C  3.28631  1.12521  5.94696  -1.673
C  1.38044  1.54628  2.49009  1.365
C  -0.16451  0.20494  -1.53071  -1.713
C  2.76386  1.97118  2.53250  -0.840
C  3.97229  -0.83732  4.42408  -1.653
C  -0.30075  -0.13310  3.19249  -0.582
H  0.15397  -3.07783  -0.24856  0.509
H  -1.18052  -2.16217  -0.15588  0.344
H  3.30115  2.68876  1.92734  0.385
H  -0.20122  3.65481  -5.20435  0.325
H  4.29872  1.00767  6.36718  0.371
H  1.82366  -1.71267  -2.47693  0.358
H  -2.13800  3.47798  -6.58662  0.384
H  3.70660  -1.54928  5.21220  0.365
H  -0.63252  -0.98014  3.82015  0.335
H  4.62537  1.82140  3.72531  0.344
H  2.43550  -1.89563  -0.87534  0.520
H  -2.63626  1.52923  0.56750  0.545
H  0.81319  2.77653  0.72148  0.406
H  2.51744  0.98987  6.66128  0.435
H  0.43800  1.15230  -1.55597  0.251
H  2.45767  -0.32984  -1.62260  0.453
H  5.00806  -0.53789  4.43348  0.424
H  -0.61238  -2.71643  -1.67702  0.331
H  3.79277  -1.35813  3.50747  0.393
H  -1.58578  2.63620  -0.28827  0.374
H  0.61928  -0.53907  0.23391  -0.673
H  3.22583  2.20387  5.83975  0.407
H  -1.98495  -0.39545  1.94018  0.583
H  -0.10864  -0.02693  -2.53649  1.000

Calculated values
spin multiplicity = 1
HOMO energy = -7.9 eV
structure (SMILES) = CC(C)CN(Cc1ccc2c(c1)C=CC(C)(C)O2)S(=O)(=O)c1nccs1
frontier orbital gap = 7.703 eV


--- Q ---
The following is a quantum chemistry calculation of an isolated molecule of C19H24N2O3S2, from the OMol25 dataset.

Each line ends with the Mulliken charge.
Element x y z (Å)
S  3.05450  -1.86340  0.63004  -0.090
S  -3.13084  0.72238  0.82650  1.170
O  -4.43450  0.32957  0.37878  -0.701
O  -3.04994  1.31064  2.13094  -0.704
O  0.15096  0.96118  0.93875  -0.482
N  -2.12205  -0.63288  0.85702  0.074
N  1.09998  -0.33312  2.52163  -0.089
C  1.71080  0.18847  -1.73066  -0.496
C  0.42517  3.74775  -1.89326  -1.818
C  1.29011  2.55655  -1.61634  0.961
C  -0.35754  -2.72783  -1.62939  -0.692
C  0.91105  1.27979  -2.00663  -0.413
C  -2.71220  -1.30650  -1.38594  -0.467
C  -2.42877  -1.99128  -2.55206  -0.716
C  3.75213  -0.84494  -0.72839  -1.279
C  -1.24955  -2.70586  -2.68550  -0.507
C  -1.22989  -0.70932  1.98388  -1.415
C  0.07183  0.05444  1.74144  0.440
C  2.91245  0.34531  -1.05314  0.602
C  -2.41877  1.84691  -0.39097  -0.497
C  3.45744  -0.85528  2.09609  -0.785
C  -1.80740  -1.31033  -0.32288  0.539
C  -0.62423  -2.03522  -0.46114  -0.309
C  3.29954  1.62287  -0.66607  -0.744
C  2.49799  2.71239  -0.94741  -0.525
C  2.42327  0.22659  2.38771  -0.322
H  1.39426  -0.79871  -2.03210  0.589
H  4.76428  -0.56937  -0.43093  0.466
H  3.79667  -1.53774  -1.56891  0.414
H  -2.60143  1.44354  -1.37714  0.399
H  -0.02189  1.13044  -2.53072  0.335
H  -1.04797  -1.75558  2.24473  0.597
H  0.98504  -1.10644  3.15781  0.316
H  1.00249  4.53536  -2.37555  0.526
H  -1.35980  1.91730  -0.17480  -0.137
H  2.70570  0.75211  3.30852  0.331
H  0.11056  -2.06222  0.32652  0.268
H  -1.03389  -3.24291  -3.59672  0.421
H  0.03197  4.14709  -0.95902  0.320
H  2.81059  3.69929  -0.63663  0.424
H  -3.64973  -0.78828  -1.27819  0.636
H  2.36979  0.94674  1.56747  -0.034
H  4.23699  1.76660  -0.14428  0.376
H  4.44295  -0.41607  1.94690  0.390
H  3.50770  -1.56700  2.92145  0.423
H  -1.74985  -0.21674  2.81048  0.534
H  -2.91540  2.79940  -0.26123  0.525
H  0.56362  -3.28809  -1.70438  0.405
H  -0.41138  3.48253  -2.53433  0.329
H  -3.14359  -1.97266  -3.36166  0.413

Calculated values
spin multiplicity = 1
HOMO energy = -8.5 eV
structure (SMILES) = Cc1ccc(CSCCNC(=O)CN(c2ccccc2)S(C)(=O)=O)cc1
frontier orbital gap = 8.950 eV


How do the energies compare? Relative to the most stable structure, in hartree: P 0.1774; Q 0.0000.


--- P ---
The following is a quantum chemistry calculation of the ion C3H13N2Si with charge +1, from the OMol25 dataset.

Each line ends with the Mulliken charge.
Element x y z (Å)
Si  -0.24651  -2.42966  0.00932  0.456
N  0.45919  0.04545  1.52702  -0.220
N  -0.78170  0.54672  -0.51375  -0.341
C  1.03762  1.37801  1.68249  -0.897
C  -0.75707  0.77396  -2.02809  -0.796
C  0.41196  -0.55319  0.22308  -0.291
H  -0.67839  1.44197  -0.01783  0.352
H  1.43879  1.65763  0.61875  0.296
H  2.03283  1.41508  2.29796  0.306
H  -1.62530  -2.39785  0.37280  -0.066
H  0.67053  -3.09063  0.86145  -0.057
H  0.23542  2.02529  2.04833  0.316
H  -0.88690  -0.16620  -2.63040  0.293
H  0.33927  -0.38584  2.44693  0.251
H  1.30229  -0.19959  -0.39534  0.414
H  -0.11797  -2.73132  -1.49091  -0.039
H  -1.59189  -0.02186  -0.31636  0.333
H  -1.49052  1.51417  -2.24308  0.383
H  0.24836  1.17785  -2.45235  0.307

Calculated values
spin multiplicity = 1
HOMO energy = -13.5 eV
structure (SMILES) = CN[C@@H]([SiH3])[NH2+]C
charge = +1
frontier orbital gap = 10.537 eV


--- Q ---
The following is a quantum chemistry calculation of the ion C3H13N2Si with charge +1, from the OMol25 dataset.

Each line ends with the Mulliken charge.
Element x y z (Å)
Si  -1.70842  -0.59371  0.32639  0.444
N  1.25109  -0.04796  -0.47964  -0.206
N  -2.61895  0.85945  0.05235  -0.508
C  -0.23119  -0.61356  -0.91292  -0.800
C  1.17604  1.32808  0.13360  -0.795
C  1.85023  -1.07048  0.44631  -0.606
H  -2.48284  -1.80406  0.21314  -0.104
H  -3.57208  0.72548  -0.25206  0.241
H  2.14736  1.77627  -0.01304  0.383
H  -0.60063  0.10475  -1.65512  0.384
H  -2.56903  1.49283  0.84574  0.266
H  -1.03513  -0.22634  1.59250  -0.138
H  1.14991  -0.88438  1.33216  0.294
H  1.59266  -2.14563  0.08615  0.278
H  0.57442  1.27215  1.14430  0.307
H  0.52709  2.03233  -0.48328  0.334
H  1.70272  0.11331  -1.38491  0.374
H  2.89407  -0.76972  0.49723  0.357
H  -0.04732  -1.54883  -1.48890  0.495

Calculated values
spin multiplicity = 1
HOMO energy = -13.8 eV
structure (SMILES) = C[NH+](C)C[SiH2]N
charge = +1
frontier orbital gap = 10.731 eV


How do the energies compare? Relative to the most stable structure, in hartree: P 0.0557; Q 0.0000.


--- P ---
The following is a quantum chemistry calculation of a cluster of 2 separate species, C3H10NOS in total, from the OMol25 dataset.

Each line ends with the Mulliken charge.
Element x y z (Å)
S  1.12787  0.98575  -1.01743  -0.127
O  -2.08273  0.32083  -2.86378  -0.626
N  -1.23489  -0.74242  2.66010  -0.605
C  1.54673  -0.48773  -0.07278  -0.562
C  -0.16148  -0.10109  1.85898  -0.508
C  0.25543  -0.98104  0.70193  -0.545
H  -2.00751  -0.11128  2.81177  0.230
H  -0.81800  -0.92365  3.56343  0.228
H  -1.38431  0.40483  -2.19195  0.283
H  0.52057  -1.93075  1.18867  0.306
H  0.64812  0.24656  2.50463  0.342
H  -0.60590  0.79667  1.40855  0.333
H  -2.84378  0.36933  -2.26805  0.320
H  -0.53319  -1.13441  -0.03130  0.233
H  2.32686  -0.30424  0.65979  0.367
H  1.76806  -1.29178  -0.77313  0.331

Calculated values
spin multiplicity = 2
HOMO energy (alpha / beta) = -9.5 / -9.2 eV
frontier orbital gap (alpha / beta) = 10.349 / 7.040 eV


--- Q ---
The following is a quantum chemistry calculation of a cluster of 2 separate species, C3H10NOS in total, from the OMol25 dataset.

Each line ends with the Mulliken charge.
Element x y z (Å)
S  0.86410  -0.39370  1.81358  -0.089
O  3.52606  -0.40377  -0.42343  -0.622
N  -2.13514  -0.11539  0.82285  -0.599
C  -1.07758  0.39785  -0.02265  0.331
C  -0.56625  -0.58858  -1.07137  -1.260
C  0.08703  0.90301  0.84978  -0.832
H  2.76474  -0.44753  0.17472  0.279
H  -1.71100  -0.65282  1.56922  0.271
H  -0.28483  1.69733  1.50433  0.338
H  0.12668  -0.09035  -1.71611  0.328
H  3.18712  0.11744  -1.15645  0.315
H  -0.01742  -1.42454  -0.62799  0.310
H  -2.75281  -0.74307  0.32339  0.252
H  -1.46179  1.27083  -0.56376  0.227
H  -1.37421  -0.92979  -1.70962  0.377
H  0.82532  1.40308  0.23350  0.373

Calculated values
spin multiplicity = 2
HOMO energy (alpha / beta) = -9.5 / -9.4 eV
frontier orbital gap (alpha / beta) = 10.293 / 6.909 eV


How do the energies compare? Relative to the most stable structure, in hartree: P 0.0122; Q 0.0000.